{
  "formula": "C5H4O2",
  "method": "wB97M-V/def2-TZVPD",
  "elements": ["O", "O", "C", "C", "C", "C", "C", "H", "H", "H", "H"],
  "xyz": [[0.2661, -1.3424, 0.6917], [2.1205, -1.5110, -0.5583], [1.3023, -0.7769, -0.0824], [1.1110, 0.6677, -0.1702], [-0.9939, -0.8938, 0.5510], [-1.2817, 0.2597, -0.0815], [-0.1553, 1.1233, -0.3230], [-2.3070, 0.5502, -0.2856], [-0.3254, 2.1665, -0.5738], [1.9745, 1.3174, -0.1846], [-1.7111, -1.5606, 1.0167]],
  "forces_ev_per_a": [[0.008, -0.468, -0.241], [-0.229, 0.685, 0.583], [-0.319, -0.111, 0.123], [0.020, 0.093, -0.295], [-0.135, 0.009, -0.169], [0.160, -0.090, 0.138], [0.183, -0.021, 0.050], [0.237, 0.014, 0.208], [0.016, -0.102, 0.106], [0.018, -0.088, -0.370], [0.041, 0.078, -0.133]],
  "lowdin_charge": [0.059, 0.144, -0.434, 0.006, -0.109, -0.068, -0.064, 0.107, 0.113, 0.115, 0.132],
  "orbital_gap_ev": 9.598,
  "spin_multiplicity": 1,
  "relative_energy_kcal_mol": 8.7,
  "mol_weight_da": 96.085,
  "smiles": "O=c1cccco1",
  "energy_ha": -343.378511,
  "fmax_ev_per_a": 0.9,
  "e_lumo_ev": 0.399
}